1.
An isolated ion of composition C9H15FNO2S and charge +1. Source: the OMol25 dataset; level of theory: ωB97M-V with the def2-TZVPD basis set.

XYZ file:
```
29
Properties=species:S:1:pos:R:3:nbo_charge:R:1
O 0.797 4.135 -0.249 -0.497
C 1.317 3.456 0.796 0.833
F 0.626 3.668 2.110 -0.347
C 2.603 2.399 0.628 -0.516
C 1.954 0.990 0.119 -0.342
C 2.901 -0.142 -0.629 -0.257
N 1.868 -1.225 -1.010 -0.539
C 0.831 -1.411 -0.086 0.347
C -0.422 -2.459 -0.271 -0.500
C -1.730 -2.152 0.666 -0.422
C -2.337 -0.634 0.551 -0.463
C -3.207 -0.332 -0.811 -0.071
O -3.895 0.979 -0.566 -0.723
S 1.205 -0.215 1.358 0.337
H 3.355 2.866 -0.172 0.303
H 3.126 2.289 1.695 0.274
H 1.216 1.277 -0.765 0.263
H 3.412 0.256 -1.624 0.257
H 3.761 -0.592 0.062 0.258
H 1.987 -1.712 -1.937 0.460
H -0.022 -3.565 -0.172 0.289
H -0.777 -2.344 -1.405 0.267
H -2.598 -2.883 0.301 0.253
H -1.466 -2.496 1.768 0.240
H -1.557 0.230 0.655 0.208
H -3.089 -0.509 1.470 0.245
H -3.957 -1.197 -1.051 0.205
H -2.431 -0.113 -1.668 0.166
H -3.471 1.435 0.238 0.472
```

calculated total energy	-28701.3053	eV
LUMO energy	-5.163	eV
relative energy (zero: lowest compared OMol25 entry of this formula, charge and spin)	418.7	kJ/mol
highest occupied orbital energy	-13.06	eV
charge	+1
strongest force on any atom	10.16	eV/A

***

2.
C9H15GaN2O3P as an isolated structure. Source: the OMol25 dataset; level of theory: ωB97M-V with the def2-TZVPD basis set.

XYZ file:
```
31
Properties=species:S:1:pos:R:3:nbo_charge:R:1
N 2.862 1.368 1.073 -1.380
P 1.593 0.687 0.340 0.768
Ga 0.362 2.269 -0.932 0.602
C 0.183 1.829 -2.911 -0.855
C 1.498 1.719 -3.686 -0.517
C 2.025 0.316 -3.812 0.699
N 3.002 0.053 -4.840 -0.906
O 1.659 -0.595 -3.094 -0.532
H 2.898 2.345 0.818 0.346
H 0.746 0.144 1.320 -0.085
H 2.000 -0.440 -0.413 -0.068
H -1.135 2.327 -0.306 -0.322
H 1.055 3.687 -0.655 -0.305
H -0.402 0.935 -3.081 0.212
H -0.379 2.647 -3.355 0.198
H 1.354 2.067 -4.712 0.188
H 2.270 2.367 -3.283 0.228
H 3.920 0.356 -4.557 0.377
H 2.748 0.496 -5.708 0.361
C -2.953 -1.571 2.272 -0.198
C -3.752 -1.783 3.315 -0.257
C -3.217 -2.279 4.606 0.483
O -3.947 -2.476 5.557 -0.516
C -1.758 -2.524 4.693 -0.250
C -0.957 -2.314 3.651 -0.209
C -1.492 -1.824 2.356 0.458
O -0.767 -1.631 1.410 -0.446
H -3.319 -1.206 1.321 0.237
H -4.819 -1.606 3.275 0.226
H -1.389 -2.881 5.647 0.226
H 0.111 -2.483 3.693 0.237
```

calculated total energy	-80361.9762	eV
LUMO energy	0.627	eV
highest occupied orbital energy	-3.92	eV
charge	-1
strongest force on any atom	1.47	eV/A

***

3.
An isolated ion of composition C9H15INSi and charge +1. Source: the OMol25 dataset; level of theory: ωB97M-V with the def2-TZVPD basis set.

XYZ file:
```
27
Properties=species:S:1:pos:R:3:nbo_charge:R:1
C 1.746 -3.433 0.650 -0.169
C 2.487 -2.262 0.820 -0.198
C 0.615 -3.422 -0.207 -0.188
C 2.031 -0.999 0.381 -0.199
C 0.141 -2.180 -0.615 -0.206
C 0.783 -0.984 -0.251 -0.496
C 1.045 2.177 0.222 -1.100
C -0.742 1.104 -2.341 -1.137
C -1.738 1.026 0.716 -0.593
N -2.283 2.467 1.104 -0.711
Si -0.026 0.729 -0.595 1.638
I -3.488 -0.001 0.070 0.165
H 2.150 -4.345 1.092 0.230
H 3.441 -2.419 1.204 0.222
H 0.091 -4.334 -0.367 0.229
H 2.387 -0.045 0.863 0.226
H -0.918 -2.160 -0.955 0.216
H 1.384 1.976 1.249 0.249
H 1.997 2.262 -0.500 0.269
H 0.502 3.067 0.197 0.208
H 0.076 1.015 -3.082 0.272
H -1.463 0.232 -2.547 0.262
H -1.403 2.005 -2.428 0.257
H -1.553 0.514 1.678 0.229
H -3.207 2.431 0.751 0.443
H -1.680 3.163 0.769 0.439
H -2.375 2.414 2.121 0.443
```

calculated total energy	-27037.1211	eV
LUMO energy	-3.395	eV
relative energy (zero: lowest compared OMol25 entry of this formula, charge and spin)	92.0	kJ/mol
highest occupied orbital energy	-12.26	eV
charge	+1
strongest force on any atom	4.19	eV/A
SMILES	C[Si](C)(c1ccccc1)[C@@H]([NH3+])I

***

4.
C9H15IO3 as an isolated structure. Source: the OMol25 dataset; level of theory: ωB97M-V with the def2-TZVPD basis set.

XYZ file:
```
28
Properties=species:S:1:pos:R:3:nbo_charge:R:1
C 0.255 -3.087 1.134 -0.428
C -1.642 2.311 2.003 -0.433
C -0.308 -2.464 0.106 -0.180
C -1.756 1.955 0.733 -0.149
C -0.725 -0.900 -0.107 -0.452
C 1.717 -0.289 -0.197 -0.075
C 0.341 -0.301 -0.931 -0.221
C -0.070 1.155 -1.557 -0.024
C -0.239 2.284 -0.522 0.109
O 2.552 0.535 -0.946 -0.769
O -1.215 0.872 -2.301 -0.722
O 0.824 2.498 0.283 -0.753
I -0.890 4.179 -1.483 0.122
H 0.570 -4.208 1.293 0.220
H 0.505 -2.478 2.085 0.186
H -2.402 2.160 2.654 0.207
H -0.878 2.868 2.352 0.209
H -0.472 -3.095 -0.816 0.196
H -2.498 1.274 0.181 0.226
H -1.684 -0.829 -0.676 0.239
H -0.957 -0.425 0.797 0.226
H 1.993 -1.378 -0.213 0.192
H 1.742 0.152 0.747 0.168
H 0.602 -0.912 -1.842 0.218
H 0.824 1.330 -2.185 0.205
H 3.500 0.546 -0.835 0.496
H -1.451 1.709 -2.753 0.483
H 1.693 2.045 -0.035 0.506
```

calculated total energy	-23810.6418	eV
LUMO energy (alpha / beta)	0.411 / -2.973	eV
2S+1	3
relative energy (zero: lowest compared OMol25 entry of this formula, charge and spin)	120.9	kJ/mol
highest occupied orbital energy (alpha / beta)	-5.00 / -9.02	eV
strongest force on any atom	4.49	eV/A

***

5.
An isolated ion of composition C9H15N2 and charge +1. Source: the OMol25 dataset; level of theory: ωB97M-V with the def2-TZVPD basis set.

XYZ file:
```
26
Properties=species:S:1:pos:R:3:nbo_charge:R:1
C -0.115 -1.680 -1.195 -0.267
C 0.211 -2.049 0.089 -0.143
C -0.037 -0.368 -1.896 0.309
C 0.431 1.139 -0.166 0.126
C 1.336 2.097 -0.081 -0.394
C 0.615 -1.060 1.109 -0.484
C -0.080 0.337 1.181 0.098
C -0.320 -0.478 -3.320 -0.647
C 0.211 1.236 2.355 -0.665
N -0.076 0.779 -1.414 -0.457
N -1.577 0.123 1.122 -0.688
H -0.362 -2.369 -1.977 0.226
H 0.233 -3.034 0.268 0.228
H 1.672 2.428 -1.035 0.233
H 1.851 2.537 0.764 0.225
H 0.500 -1.441 2.127 0.230
H 1.697 -0.894 1.052 0.276
H 0.474 -0.942 -3.787 0.241
H -0.663 0.428 -3.833 0.254
H -1.047 -1.249 -3.351 0.215
H -0.480 1.068 3.230 0.226
H 0.239 2.287 2.122 0.257
H 1.229 0.932 2.912 0.266
H -1.881 -0.632 0.593 0.448
H -2.094 1.017 1.090 0.457
H -1.966 -0.211 2.042 0.432
```

calculated total energy	-12547.0581	eV
LUMO energy	-3.642	eV
relative energy (zero: lowest compared OMol25 entry of this formula, charge and spin)	272.9	kJ/mol
highest occupied orbital energy	-12.59	eV
charge	+1
strongest force on any atom	5.87	eV/A
SMILES	C=C1N=C(C)C=CC[C@]1(C)[NH3+]

***

6.
An isolated ion of composition C9H15N2O and charge +1. Source: the OMol25 dataset; level of theory: ωB97M-V with the def2-TZVPD basis set.

XYZ file:
```
27
Properties=species:S:1:pos:R:3:nbo_charge:R:1
C -1.330 -0.395 -2.858 -0.162
C -1.798 -1.545 -2.187 -0.353
C -0.361 0.491 -2.507 -0.071
C -0.043 -1.658 1.002 -0.078
C -1.409 -1.983 -0.974 0.209
C 0.099 -0.237 1.547 -0.043
C 0.810 1.331 -0.529 0.476
C 0.354 0.015 2.985 -0.633
C 1.098 2.817 -0.251 -0.678
N 0.177 0.615 -1.267 -0.416
N 1.222 0.370 0.698 -0.587
O -0.251 -1.568 -0.441 -0.504
H -1.602 -0.199 -3.960 0.249
H -2.596 -2.167 -2.520 0.246
H 0.024 1.350 -3.119 0.201
H 0.860 -2.143 1.043 0.198
H -0.839 -2.188 1.679 0.226
H -1.868 -2.845 -0.362 0.194
H -0.648 0.423 1.234 0.216
H 1.068 -0.656 3.238 0.216
H -0.533 -0.274 3.559 0.251
H 0.773 0.921 3.296 0.239
H 0.759 3.349 -1.113 0.263
H 2.103 2.795 0.062 0.239
H 0.268 2.951 0.465 0.249
H 2.013 0.739 1.208 0.413
H 1.651 -0.307 0.072 0.438
```

calculated total energy	-14593.1121	eV
LUMO energy	-3.313	eV
relative energy (zero: lowest compared OMol25 entry of this formula, charge and spin)	468.1	kJ/mol
highest occupied orbital energy	-11.45	eV
charge	+1
strongest force on any atom	4.13	eV/A
SMILES	C\C1=N/C=C\C=C/OC[C@@H](C)[NH2+]1

***

7.
One molecule with the formula C9H15N3. Source: the OMol25 dataset; level of theory: ωB97M-V with the def2-TZVPD basis set.

XYZ file:
```
27
Properties=species:S:1:pos:R:3:nbo_charge:R:1
C 0.272 -1.486 0.352 -0.216
C 0.782 -0.540 -0.603 -0.247
C -0.489 -1.021 1.332 0.019
C 0.407 0.670 -0.645 0.156
C 1.968 -0.976 -1.432 -0.222
C -0.754 0.408 1.425 -0.422
C -0.714 1.202 0.079 -0.330
C -1.262 -2.005 2.134 -0.644
C -1.980 0.763 -0.677 -0.622
N 2.805 0.142 -1.761 -0.376
N 2.154 1.156 -2.327 -0.053
N 2.715 2.424 -2.323 -0.645
H 0.472 -2.550 0.206 0.203
H 2.634 -1.646 -0.858 0.206
H 1.518 -1.609 -2.312 0.210
H -1.692 0.597 2.059 0.216
H -0.018 0.900 2.069 0.221
H -0.615 2.256 0.402 0.228
H -0.874 -2.729 2.810 0.226
H -1.905 -2.628 1.529 0.220
H -1.940 -1.431 2.794 0.205
H -2.138 1.148 -1.735 0.218
H -2.849 1.226 -0.197 0.208
H -2.089 -0.336 -0.912 0.224
H 3.377 0.413 -0.847 0.321
H 3.019 2.803 -3.162 0.369
H 3.350 2.590 -1.572 0.329
```

calculated total energy	-14039.8322	eV
LUMO energy (alpha / beta)	0.980 / 0.681	eV
relative energy (zero: lowest compared OMol25 entry of this formula, charge and spin)	649.4	kJ/mol
highest occupied orbital energy (alpha / beta)	-7.58 / -7.08	eV
strongest force on any atom	3.41	eV/A

***

8.
C9H15N3O3S2V as an isolated structure. Source: the OMol25 dataset; level of theory: ωB97M-V with the def2-TZVPD basis set.

XYZ file:
```
33
Properties=species:S:1:pos:R:3:nbo_charge:R:1
V 2.082 1.147 -0.055 1.511
C 0.845 -1.813 -2.115 -0.646
C 0.946 -0.399 -2.340 0.193
C 0.059 0.407 -3.381 -0.650
O 0.459 0.240 -1.022 -0.761
C 2.365 0.102 -2.530 0.729
O 3.070 -0.353 -3.382 -0.493
O 2.910 0.956 -1.615 -0.696
H -0.228 -1.931 -1.912 0.234
H 1.581 -2.109 -1.418 0.230
H 1.047 -2.289 -3.043 0.268
H -1.001 0.200 -3.310 0.233
H 0.339 0.316 -4.437 0.270
H 0.135 1.454 -3.173 0.224
H -0.163 0.951 -1.312 0.531
S 2.303 -0.282 1.879 -0.216
C 0.576 -0.408 2.052 0.381
N -0.118 -1.314 1.365 -0.549
C -1.570 -1.409 1.499 -0.226
C -2.021 -0.790 2.797 -0.428
C -1.364 0.576 3.008 -0.233
N 0.037 0.496 2.836 -0.541
H 0.500 -1.763 0.708 0.438
H -1.946 -2.417 1.402 0.245
H -1.966 -0.801 0.695 0.205
H -1.828 -1.403 3.663 0.228
H -3.113 -0.579 2.847 0.255
H -1.580 1.053 3.958 0.243
H -1.833 1.175 2.216 0.213
H 0.708 1.059 3.336 0.443
S -1.659 4.043 0.398 0.003
C -0.288 3.265 0.268 0.190
N 0.719 2.618 0.119 -0.826
```

calculated total energy	-67542.7057	eV
LUMO energy (alpha / beta)	-4.698 / -3.871	eV
2S+1	3
highest occupied orbital energy (alpha / beta)	-12.03 / -12.21	eV
charge	+1
strongest force on any atom	5.10	eV/A